Version 1
Molecular formula: C21H31BrN4O2
Method: DFT, wB97M-V/def2-TZVPD

Each line ends with the Löwdin charge.
CARTESIAN COORDINATES (ANGSTROEM)
H -1.951 0.402 -0.903  0.133
C 0.308 1.550 0.834  -0.440
H 3.360 1.399 7.052  0.082
C 0.333 2.951 2.882  -0.167
H -1.797 -2.316 -7.847  0.063
C -0.136 0.195 0.313  -0.194
H -2.422 -0.839 -7.107  0.077
C 0.444 5.347 3.082  -0.130
H 1.907 -0.110 -0.361  0.139
H -2.234 -5.392 -4.104  0.107
C 1.448 1.252 6.039  -0.446
H -3.177 -3.935 -3.774  0.110
H -0.355 -0.688 -5.693  0.111
Br 1.110 6.722 5.478  0.733
C -0.689 -1.643 -6.106  -0.264
C 0.582 -1.531 -1.219  -0.433
C -1.093 -3.759 -3.174  -0.134
H 1.240 3.867 6.021  0.094
H 0.079 -0.369 6.464  0.078
H -2.303 -1.365 -2.749  0.134
O 1.141 -2.521 -1.642  0.069
H 0.343 -2.309 -3.921  0.137
H -0.494 1.067 2.645  0.140
N 0.838 1.503 4.735  0.040
C -2.197 -4.304 -4.084  -0.164
H -0.217 -4.406 -3.197  0.114
H 0.223 -2.209 -6.368  0.120
N -0.550 -0.944 -1.703  -0.033
H -2.657 -3.697 -6.139  0.113
C 1.152 -0.187 6.432  -0.065
H 1.377 -1.357 0.780  0.128
H 1.599 -0.878 5.711  0.080
C 0.733 2.795 4.220  -0.194
H -0.503 1.162 -1.595  0.133
H -1.395 -3.674 -2.131  0.112
H 1.157 0.841 4.039  0.125
H -1.172 -0.306 -3.575  0.125
H -0.991 -4.255 -5.882  0.127
H -0.083 4.298 1.287  0.117
H 0.951 1.909 6.757  0.133
N 0.032 1.773 2.153  0.129
C -1.831 -3.698 -5.428  -0.198
C -0.739 -2.390 -3.782  -0.300
C 0.797 5.189 4.407  -0.688
C 2.951 1.527 6.049  -0.053
H 3.180 2.538 5.713  0.071
H 3.461 0.826 5.384  0.084
C -0.871 0.302 -1.027  -0.097
H 1.576 -0.413 7.410  0.080
H 0.347 6.331 2.648  0.100
C 0.945 3.940 4.985  -0.082
C 1.053 -0.706 -0.030  -0.023
C -1.239 -1.210 -2.959  -0.090
N -1.441 -2.338 -5.077  -0.148
C -1.511 -1.385 -7.357  -0.091
H -0.938 -0.797 -8.074  0.071
O 0.891 2.344 0.125  0.084
C 0.203 4.210 2.324  -0.004
H -0.779 -0.310 1.038  0.144

Orbital gap, Ha: 0.3178
Total charge: 0
SMILES string: CCN1CCC[C@@H]1CN1C[C@H](C(=O)Nc2ccc(Br)cc2NC(C)C)CC1=O
HOMO energy, eV: -8.26

***

Version 2
Molecular formula: C21H31BrN4O2
Method: DFT, wB97M-V/def2-TZVPD

Each line ends with the Löwdin charge.
CARTESIAN COORDINATES (ANGSTROEM)
O -1.960 -2.246 3.924  0.085
C -1.237 -0.810 0.152  -0.443
H -3.777 -4.430 -0.799  0.104
H 3.794 -4.602 6.334  0.133
H 4.562 -2.666 4.110  0.080
H 4.638 -4.434 4.037  0.078
H 0.676 -3.865 3.336  0.138
H -2.296 -5.236 -1.294  0.106
C -2.826 -2.045 -1.257  -0.091
H -2.695 -1.117 -1.810  0.111
H -2.592 -1.082 -6.186  0.072
H -2.169 -4.150 5.442  0.116
C 0.067 -4.939 7.826  -0.690
H 2.994 -2.505 7.531  0.071
N -3.156 -3.056 -3.466  -0.143
C -0.056 -3.943 5.268  -0.167
H 0.365 -0.562 1.587  0.129
Br 0.169 -5.640 9.583  0.735
C -1.985 -2.871 1.004  -0.084
H 2.173 -2.936 4.554  0.126
H -4.917 -5.058 -2.738  0.109
H -3.870 -2.093 -0.926  0.140
C 4.702 -3.574 4.704  -0.065
C -1.169 -4.775 7.232  -0.130
H 4.744 -2.523 7.293  0.082
N 2.337 -3.724 5.168  0.038
H -2.188 -1.247 -3.789  0.110
H -4.020 -4.382 -4.864  0.114
C -1.219 -4.280 5.937  -0.004
H 0.108 -2.967 1.496  0.144
H 5.703 -3.536 5.133  0.080
H -2.914 -2.767 1.575  0.138
C -0.650 -0.950 1.546  -0.023
C -2.402 -2.166 -4.335  -0.256
C -1.009 -2.713 3.332  -0.438
C 1.243 -4.595 7.182  -0.082
C -3.842 -5.200 -2.841  -0.157
H 2.183 -4.726 7.695  0.094
H 3.720 -1.544 6.239  0.084
H -4.130 -1.407 -5.375  0.079
H -1.894 -3.904 0.669  0.118
H -3.291 -2.695 -6.249  0.063
C 1.196 -4.069 5.893  -0.193
H -2.364 -4.795 -4.379  0.127
C 3.782 -2.493 6.779  -0.053
C -0.780 -2.441 1.856  -0.193
H -1.425 -2.621 -4.582  0.120
N -0.063 -3.505 3.920  0.130
H -3.654 -6.267 -2.954  0.106
H -1.436 -3.325 -2.265  0.152
C -3.149 -1.821 -5.612  -0.087
C -3.329 -4.391 -4.021  -0.199
N -1.945 -1.947 -0.115  -0.038
O -1.134 0.149 -0.583  0.069
H -2.075 -5.036 7.760  0.100
H -1.275 -0.367 2.227  0.138
C -3.100 -4.586 -1.640  -0.136
C -2.533 -3.245 -2.155  -0.300
C 3.651 -3.658 5.801  -0.446

Orbital gap, Ha: 0.3161
Total charge: 0
SMILES string: CCN1CCC[C@@H]1CN1C[C@H](C(=O)Nc2ccc(Br)cc2NC(C)C)CC1=O
HOMO energy, eV: -8.25

***

Stability check: which of them is most stable? version 2.

***

Version 1
Molecular formula: CH5Cl2PSi
Method: DFT, wB97M-V/def2-TZVPD

Each line ends with the Löwdin charge.
CARTESIAN COORDINATES (ANGSTROEM)
H -2.157 1.186 1.021  -0.032
Si 0.839 -0.160 0.271  -0.445
H 2.739 0.060 -1.639  -0.171
H -2.270 -0.587 1.481  -0.034
H 0.913 -0.030 -2.446  -0.181
C -2.157 0.160 0.724  0.019
P 1.704 -0.875 -1.682  0.517
Cl 1.474 1.720 0.766  0.174
H -2.555 -0.071 -0.245  -0.036
Cl 1.470 -1.403 1.748  0.189

Orbital gap (spin up / spin down), Ha: 0.2899 / 0.2806
Total charge: 0
HOMO energy (spin up / spin down), eV: -8.83 / -8.06

***

Version 2
Molecular formula: CH5Cl2PSi
Method: DFT, wB97M-V/def2-TZVPD

Each line ends with the Löwdin charge.
CARTESIAN COORDINATES (ANGSTROEM)
C 2.376 -0.388 1.099  -0.041
Cl -2.996 -1.938 -0.967  0.281
H 3.289 -0.780 1.578  0.028
Cl -3.584 1.062 0.679  0.192
H 2.004 -1.311 0.605  0.028
H 2.698 0.274 0.290  0.021
H 1.662 0.069 1.631  -0.040
Si -2.603 -0.014 -0.789  -0.629
P -1.162 0.798 -2.064  0.337
H -1.683 2.227 -2.063  -0.177

Orbital gap, Ha: 0.3005
Total charge: 0
SMILES string: P=[Si](Cl)Cl.C
HOMO energy, eV: -8.53

***

Stability check: which of them is most stable? version 2.

***

Version 1
Molecular formula: C4H12NO3
Method: DFT, wB97M-V/def2-TZVPD

Each line ends with the Löwdin charge.
CARTESIAN COORDINATES (ANGSTROEM)
O -1.695 -1.834 -2.022  -0.099
H -2.301 0.535 -0.277  0.094
C -1.416 -1.170 -0.756  -0.289
H 2.638 1.467 -0.593  -0.006
N -1.527 0.268 -0.885  -0.044
H -2.175 -1.651 -0.124  0.116
C -0.340 0.989 -0.438  -0.275
O 2.954 0.591 -0.833  -0.153
C 0.637 -0.396 1.608  -0.452
H 0.948 -0.037 2.603  0.075
H -0.976 -1.598 -2.616  0.063
O 1.632 -0.839 0.824  -0.320
H -0.410 -1.436 -0.435  0.100
H -0.227 -1.087 1.612  0.064
H -1.007 0.948 1.636  0.080
H 0.528 0.524 -0.888  0.086
H -0.376 2.017 -0.837  0.100
C -0.084 0.996 1.053  -0.179
H 2.578 0.022 -0.092  -0.032
H 0.617 1.692 1.462  0.071

Orbital gap, Ha: 0.2639
Total charge: -1
HOMO energy, eV: -3.31

***

Version 2
Molecular formula: C4H12NO3
Method: DFT, wB97M-V/def2-TZVPD

Each line ends with the Löwdin charge.
CARTESIAN COORDINATES (ANGSTROEM)
H -1.883 -1.822 -0.037  0.083
O -2.234 0.196 -0.291  -0.312
H 2.267 1.141 -1.561  0.002
H -1.709 -0.653 1.694  0.060
C 0.225 1.403 0.601  -0.180
C -0.034 -0.958 -0.298  -0.237
N 0.676 0.467 -0.409  -0.109
H 0.073 0.931 1.585  0.064
H 0.980 -1.097 1.740  0.108
H 2.139 2.710 -1.796  0.020
H -0.796 1.776 0.468  0.063
H 0.636 -1.473 -0.979  0.109
H 0.931 2.215 0.815  0.058
C -1.607 -0.922 -0.660  -0.480
C 0.099 -1.417 1.147  -0.280
H 0.235 -2.507 1.155  0.100
O -1.015 -1.242 2.015  -0.125
H 0.260 0.677 -1.325  0.090
H -1.692 -1.303 -1.689  0.071
O 2.448 1.879 -2.176  -0.106

Orbital gap, Ha: 0.2572
Total charge: -1
HOMO energy, eV: -3.07

***

Stability check: which of them is most stable? version 1.

***

Version 1
Molecular formula: C22H21O3PSe2Sr
Method: DFT, wB97M-V/def2-TZVPD

Each line ends with the Löwdin charge.
CARTESIAN COORDINATES (ANGSTROEM)
C -0.280 0.173 6.033  -0.078
C 0.717 -2.686 0.609  -0.211
C -2.009 3.196 -0.817  -0.108
C -3.713 1.651 -2.341  -0.072
H 3.245 -1.297 -4.684  0.082
H -5.136 1.917 -0.759  0.100
H -0.414 0.218 7.106  0.104
H -3.613 3.314 0.605  0.101
Se 1.396 1.592 0.695  0.268
C -3.288 2.929 -0.352  -0.120
H 2.943 -0.600 2.060  0.095
C 2.828 -3.793 0.923  -0.071
C -0.141 -1.115 4.009  -0.083
P 0.201 0.012 1.486  0.006
H 4.610 -0.530 -3.853  0.085
Sr 0.777 -0.578 -1.480  1.068
H 4.358 -2.628 1.874  0.112
H 3.207 -1.033 -2.930  0.031
H 3.447 -4.676 0.833  0.110
H -0.468 -1.964 5.945  0.105
C -2.320 -1.812 -3.487  0.076
C 1.520 -3.817 0.476  -0.072
C 1.753 0.973 -3.550  -0.495
O 1.330 2.059 -3.881  -0.062
H -4.389 1.053 -2.943  0.105
H -0.053 2.296 5.815  0.107
H -1.327 3.789 -0.220  0.099
O 2.995 0.683 -4.111  -0.167
C -1.577 2.697 -2.037  -0.060
H -1.804 2.236 -4.863  0.092
H -0.325 -2.673 0.323  0.042
C 0.100 1.283 3.936  -0.099
H -1.096 0.839 -4.139  0.042
C -2.024 1.414 -4.180  -0.065
O -1.357 -2.037 -2.942  -0.026
C -0.310 -1.054 5.382  -0.076
C 2.558 -1.504 1.604  -0.104
H 1.114 -4.720 0.039  0.111
C 0.072 0.055 3.286  -0.404
H -0.179 -2.074 3.505  0.110
H -2.810 0.800 -4.619  0.062
C 3.524 -0.592 -3.894  -0.159
H -0.576 2.903 -2.393  0.101
C 1.227 -1.534 1.179  -0.520
C -0.078 1.339 5.310  -0.073
C -2.436 1.926 -2.824  -0.284
H 0.273 2.189 3.368  0.078
C 3.341 -2.640 1.503  -0.058
Se -1.673 -0.326 0.513  0.281
C -4.139 2.145 -1.115  -0.106

Orbital gap, Ha: 0.2556
Total charge: 0
HOMO energy, eV: -7.35

***

Version 2
Molecular formula: C22H21O3PSe2Sr
Method: DFT, wB97M-V/def2-TZVPD

Each line ends with the Löwdin charge.
CARTESIAN COORDINATES (ANGSTROEM)
H 1.946 3.930 -0.725  0.108
Se 1.188 -0.591 1.627  0.276
C -2.447 0.756 3.842  -0.104
C 1.894 -3.306 -3.290  -0.049
H 0.032 1.353 -5.811  0.078
C -0.532 1.924 5.488  -0.078
H 3.168 -4.314 1.082  0.105
H 0.213 2.375 6.131  0.104
C 0.289 -3.497 -1.350  -0.075
O 2.854 -0.350 -1.701  -0.048
H -1.001 -3.712 0.344  0.098
C 0.964 3.627 -0.384  -0.080
C -0.148 4.387 -0.705  -0.076
H -3.796 1.014 5.487  0.105
C 1.603 -3.531 -1.829  -0.298
C -1.401 4.006 -0.243  -0.064
Sr 0.102 -0.012 -1.389  1.109
C -0.187 1.518 4.211  -0.098
H 1.570 -4.166 -3.881  0.090
H -0.042 5.278 -1.311  0.108
H -2.530 2.531 0.829  0.094
C -0.789 -0.202 -3.747  -0.510
C 2.629 -3.819 -0.933  -0.081
C -0.435 2.073 0.829  -0.468
C 1.050 -4.065 0.864  -0.129
P -0.677 0.459 1.702  0.045
C -1.833 1.745 5.946  -0.082
H -1.412 1.964 -4.976  0.073
O -1.224 -0.107 -5.024  -0.131
H 0.829 1.634 3.855  0.094
C -1.026 1.172 -5.616  -0.110
C 0.824 2.479 0.394  -0.187
H -0.522 -3.283 -2.036  0.100
H 1.691 1.896 0.680  0.045
H -1.569 1.170 -6.558  0.083
H 2.963 -3.169 -3.465  0.070
O -0.990 -1.325 -3.243  -0.217
H 3.653 -3.851 -1.289  0.105
H -2.271 4.602 -0.489  0.110
Se -2.293 -0.489 0.620  0.252
C -2.786 1.160 5.127  -0.077
H -2.099 2.059 6.947  0.103
C 3.862 -0.857 -1.708  0.084
H 1.354 -2.446 -3.685  0.061
H 0.836 -4.256 1.907  0.105
H -3.182 0.298 3.193  0.058
C -1.547 2.853 0.510  -0.104
C 0.019 -3.762 -0.014  -0.103
C -1.149 0.938 3.385  -0.398
C 2.356 -4.089 0.402  -0.093

Orbital gap, Ha: 0.2905
Total charge: 0
HOMO energy, eV: -7.82

***

Stability check: which of them is most stable? version 2.

***

Version 1
Molecular formula: C6H16NS
Method: DFT, wB97M-V/def2-TZVPD

Each line ends with the Löwdin charge.
CARTESIAN COORDINATES (ANGSTROEM)
H -2.593 -0.779 -1.041  0.109
H 2.099 -3.075 -0.886  0.104
H -3.431 0.597 -0.147  0.076
H 2.980 1.026 2.414  -0.049
H 0.471 -2.195 0.534  0.185
H 2.728 -1.503 -1.263  0.076
H -1.619 2.469 1.124  0.115
C -1.004 1.556 0.823  -0.160
H -2.397 -0.661 0.627  0.069
H 0.621 -0.865 -0.597  0.169
S 2.932 0.335 1.243  1.039
H 3.327 -2.280 0.142  0.051
C 1.286 -1.429 0.157  -0.325
H -1.115 0.810 1.597  0.067
C 2.488 -2.146 -0.447  -0.086
H -2.023 2.123 -1.536  0.086
C -2.553 0.009 -0.215  -0.069
H 0.513 -0.293 1.700  0.067
H -0.065 2.143 0.598  0.102
C 1.443 -0.513 1.237  -0.334
H -1.416 0.710 -2.510  0.131
N -1.224 0.732 -0.303  -0.370
C -1.209 1.407 -1.579  -0.114
H -0.243 1.824 -1.672  0.061

Orbital gap, Ha: 0.2233
Total charge: +1
HOMO energy, eV: -12.23

***

Version 2
Molecular formula: C6H16NS
Method: DFT, wB97M-V/def2-TZVPD

Each line ends with the Löwdin charge.
CARTESIAN COORDINATES (ANGSTROEM)
H -2.777 0.300 -0.169  0.095
H -2.334 0.371 1.474  0.083
H 1.038 2.160 0.463  0.083
H -0.432 1.827 1.312  0.096
C 0.155 0.286 -0.095  -0.666
H -1.350 -1.690 -1.775  0.104
C 0.458 1.390 0.890  -0.077
H -0.634 1.738 -1.389  0.166
S 1.688 -0.730 -0.274  0.969
C -1.132 -1.958 -0.713  -0.066
N -0.011 0.959 -1.433  0.210
H 0.918 1.032 1.781  0.088
H -0.314 0.143 -2.001  0.159
H -2.982 -1.039 0.898  0.064
H 3.687 0.513 -0.473  0.047
H 2.715 1.061 1.112  0.073
H 3.533 -0.421 0.951  0.022
H -0.504 -1.134 1.143  0.134
H -2.040 -2.394 -0.442  0.063
C 3.010 0.272 0.343  -0.381
C -0.934 -0.771 0.210  -0.431
H -0.339 -2.696 -0.607  0.082
H 0.897 1.080 -1.831  0.136
C -2.317 -0.299 0.623  -0.051

Orbital gap, Ha: 0.3640
Total charge: +1
SMILES string: CS[C@@](C)([NH3+])C(C)C
HOMO energy, eV: -13.13

***

Stability check: which of them is most stable? version 2.

***

Version 1
Molecular formula: H31O16
Method: DFT, wB97M-V/def2-TZVPD

Each line ends with the Löwdin charge.
CARTESIAN COORDINATES (ANGSTROEM)
O 1.149 0.936 0.724  -0.068
H -0.225 -1.925 -1.646  0.016
O -0.695 3.297 -2.342  -0.083
O -2.118 -0.237 0.212  -0.290
H 2.253 -2.271 0.151  0.085
H -0.118 -2.789 -2.779  0.076
O 5.128 -0.015 -2.402  -0.047
H 1.211 3.976 -2.073  0.000
H 1.402 -0.834 -0.701  0.002
H -0.875 0.000 5.679  0.033
O -0.723 -0.739 2.362  -0.125
H -1.443 -1.112 -2.582  0.026
H 4.192 -0.262 -2.521  0.029
O -1.804 0.257 5.511  -0.117
H 1.351 -4.689 2.350  0.086
O 1.911 3.738 -1.465  0.000
H 2.739 3.843 -1.724  -0.038
O 2.467 2.347 3.797  -0.025
O -6.323 0.732 -0.222  -0.099
H -0.405 3.394 -1.121  0.251
H 0.485 1.530 1.209  0.115
H 2.618 2.769 2.970  0.016
O -1.072 -1.207 -3.423  0.048
H 2.004 0.195 -3.094  0.050
H 1.207 1.648 -3.233  0.008
H -5.718 0.058 -0.442  -0.062
O -4.264 -1.356 -0.438  -0.172
O 0.065 -2.883 -1.758  -0.144
H -1.391 -0.477 1.545  0.029
H 2.065 1.579 3.459  -0.008
O 1.924 -1.810 0.974  -0.056
O 1.402 -0.073 -1.293  -0.071
H -3.511 -0.505 -0.054  0.079
H 5.303 -0.112 -1.488  0.003
H 1.014 0.043 1.025  -0.004
H -5.846 1.623 -0.406  0.078
H -0.433 -0.679 -3.616  -0.063
H -0.862 4.144 -2.410  -0.096
H 2.354 -2.108 1.772  0.046
O 0.724 -5.425 2.781  -0.166
H -1.254 -1.055 2.994  -0.085
H -2.472 0.608 0.196  -0.086
H -1.720 0.540 4.523  0.070
H 1.104 0.618 -0.741  -0.048
O 1.874 1.059 -3.644  -0.133
H -4.487 -1.368 0.386  -0.135
H -0.187 -5.001 2.997  0.077

Orbital gap, Ha: 0.2872
Total charge: -1
HOMO energy, eV: -6.00

***

Version 2
Molecular formula: H31O16
Method: DFT, wB97M-V/def2-TZVPD

Each line ends with the Löwdin charge.
CARTESIAN COORDINATES (ANGSTROEM)
H -1.440 0.055 -4.712  0.017
H 2.849 1.885 -3.909  0.027
H 2.007 1.309 0.781  -0.005
H 4.227 1.432 -4.291  0.015
H -2.068 -1.071 -1.525  -0.024
H 2.813 -0.873 2.055  0.021
H 1.664 5.099 1.996  0.023
H -2.418 0.384 0.442  -0.042
O -4.755 -1.112 0.643  -0.063
H 2.219 2.938 2.437  0.016
H 2.689 0.541 -0.274  0.027
H 0.217 -1.692 3.144  0.010
O -1.675 -1.092 0.189  -0.387
O 3.829 -1.334 -3.449  -0.055
H -0.906 -2.820 -0.120  -0.009
O 1.472 5.252 1.067  -0.052
O 0.024 -1.048 3.808  -0.050
H -0.565 1.289 0.918  0.036
H -3.728 1.047 1.018  0.006
H -2.717 -2.254 3.120  0.046
O -0.547 -0.209 -4.926  -0.070
O -0.205 -3.425 -0.462  -0.086
O 2.790 0.758 0.657  -0.072
H 0.007 -3.825 0.374  0.005
O 2.451 -1.084 2.928  -0.065
H -0.113 -0.568 -4.146  -0.003
O 2.097 2.363 3.198  -0.047
O 0.650 -0.078 -1.949  -0.065
H -2.206 -1.631 -3.028  0.029
H -1.327 -1.145 1.086  -0.042
H 2.989 -1.615 -3.825  0.035
O -2.946 1.218 0.494  -0.099
H 0.517 5.220 0.964  0.038
H 0.214 -0.661 -1.313  0.008
O 0.215 0.774 0.706  -0.083
H 1.723 1.595 2.741  0.001
H 2.305 -0.222 3.299  -0.001
O -3.362 -1.546 3.090  -0.037
H -4.092 -0.967 1.321  -0.029
O 3.691 2.224 -4.231  -0.060
H -4.439 -1.351 -0.223  0.031
H -0.071 0.561 -2.037  0.048
H -0.275 -0.038 0.439  -0.005
H 3.453 -0.982 -2.637  0.021
H -4.219 -1.865 2.851  0.024
O -2.231 -0.868 -2.460  -0.065
H -0.804 -0.570 3.748  0.031

Orbital gap, Ha: 0.3504
Total charge: -1
HOMO energy, eV: -7.05

***

Stability check: which of them is most stable? version 2.